[1]
12
Properties=species:S:1:pos:R:3 method="wB97M-V/def2-TZVPD" fmax_ev_per_a=1.0 mol_weight_g_mol=86.09 charge=0 smiles="O=COC1CC1"
H 1.8964 -1.1646 0.5642
H -0.0711 -0.1389 2.1006
H 0.1978 1.1666 -0.6399
H 1.5039 1.5354 0.5689
C -1.5358 -0.0878 -0.8199
O -1.0238 -0.8444 -1.6065
C 1.0110 -0.6913 0.1490
O -1.4049 -0.1182 0.5234
C 0.8007 0.8015 0.1944
H 0.5753 -1.1523 -0.7431
C -0.0562 -0.1031 1.0146
H -2.1911 0.7244 -1.1578

[2]
6
Properties=species:S:1:pos:R:3 method="wB97M-V/def2-TZVPD" fmax_ev_per_a=7.4 mol_weight_g_mol=91.09 charge=0
O 0.4163 -0.8417 -0.9802
H 0.0145 -1.7893 0.3357
C 0.1542 1.0068 0.0139
N -0.1551 -0.1539 -0.1327
S 0.3694 2.5887 0.0265
O -0.7992 -0.8106 0.7369

| no. | gap between HOMO and LUMO (eV) |
| --- | --- |
| 1 | 11.2 |
| 2 | 7.7 |